C3H3F2N in the gas phase in a non-equilibrium geometry. Source: the Open Molecules 2025 dataset; level of theory: wB97M-V/def2-TZVPD.

Structure (XYZ):
```
9
C3H3F2N wB97M-V/def2-TZVPD
C -0.489 0.891 -1.213
C -0.521 -0.331 0.612
C 0.971 -0.210 0.104
N -1.244 0.422 -0.362
F 1.812 0.392 0.964
F 1.527 -1.377 -0.269
H -0.581 1.498 -2.086
H -0.843 -1.375 0.633
H -0.633 0.089 1.617
```

Calculated values
Lowest unoccupied orbital energy (alpha / beta)   0.31 / 0.30 eV
Molecular weight   91.1 u
Kohn-Sham gap (alpha / beta)   9.0 / 9.0 eV
Total charge   0
Relative energy (zero: lowest compared OMol25 entry of this formula, charge and spin)   335.4 kJ/mol